The following is a quantum chemistry calculation of C25H26N2O3 in the gas phase, from the OMol25 dataset.

Properties
ΔE to the lowest compared entry with this formula, charge and spin   8.421 eV
Frontier orbital gap   3.7675 eV
DFT total energy   -1303.2723 Ha
Spin multiplicity   1
HOMO energy   -0.230 hartree
Charge   0

Structure (XYZ):
```
56
C25H26N2O3, DFT wB97M-V/def2-TZVPD
C 6.678 -0.522 0.084
C 5.245 -0.109 -0.102
C 4.445 -0.508 -1.169
C 3.108 -0.111 -1.332
C 2.412 -0.585 -2.591
C 2.465 0.633 -0.301
N 1.029 0.894 -0.357
C -0.029 0.056 0.185
N -1.107 1.002 0.273
C -2.476 0.695 0.437
C -2.916 -0.195 1.514
C -2.131 -0.637 2.580
C -4.245 -0.717 1.348
C -5.120 -0.272 0.371
C -6.510 -0.814 0.253
C -4.678 0.725 -0.519
C -3.351 1.170 -0.556
C -2.909 2.096 -1.681
C -0.646 2.298 0.050
C 0.607 2.229 -0.423
C 3.287 1.126 0.745
C 2.706 2.037 1.786
C 4.625 0.716 0.845
H 7.138 -0.006 0.929
H 6.786 -1.590 0.294
H 7.306 -0.323 -0.790
H 4.869 -1.222 -1.870
H 1.313 -0.435 -2.577
H 2.889 -0.158 -3.491
H 2.595 -1.676 -2.644
H -2.645 -1.310 3.257
H 0.203 -0.278 1.261
H -1.173 -0.221 2.696
H -4.529 -1.532 2.027
H -7.000 -0.340 -0.596
H -6.519 -1.885 0.074
H -7.063 -0.656 1.182
H -5.341 1.058 -1.318
H -3.608 1.944 -2.509
H -2.985 3.165 -1.417
H -1.908 1.873 -2.082
H -1.308 3.197 0.196
H 1.219 3.103 -0.722
H 3.472 2.263 2.531
H 2.383 3.009 1.378
H 1.868 1.559 2.313
H 5.170 0.994 1.746
C 0.551 -2.065 -0.034
C -0.533 -1.330 -0.537
C -1.649 -2.408 -0.361
O -2.773 -2.321 -0.846
O -1.190 -3.480 0.372
C 0.248 -3.351 0.543
O 0.907 -4.200 1.103
H 1.558 -1.726 0.005
H -0.735 -0.860 -1.553
```